The following is a quantum chemistry calculation of a structure of composition C33H33BBrF4IrN6OSSi, from the OMol25 dataset.

As for the total energy: -148888.2896 eV. The value obtained for the frontier orbital gap (spin up / spin down) is 0.2248 / 0.1679 Eh. The net charge is +1. Its multiplicity is 2. The relative energy (zero: lowest compared OMol25 entry of this formula, charge and spin) comes out at 0.000 eV.

CARTESIAN COORDINATES (ANGSTROEM)
C1 1.62103 3.62226 3.37171
N1 0.97148 1.03918 -1.02080
N2 -1.53976 -0.89264 -0.80303
F1 4.54905 -1.82711 2.35777
N3 0.66000 1.72960 1.59074
Ir1 -0.24183 0.25966 0.31270
C2 -1.01372 -3.06521 -2.79252
N4 -1.42232 1.82392 -0.36374
C3 -0.15402 -0.28366 -3.43279
H1 3.92027 -1.78391 0.13921
S1 1.17060 -1.42560 0.37331
H2 -4.46146 3.18532 -0.56391
H3 -4.71418 -3.69122 2.41915
C4 -2.41440 -1.62398 0.00534
C5 1.54537 3.01735 -2.34463
C6 2.59368 5.15457 -2.70323
F2 2.76802 -0.39062 2.41770
H4 -0.49638 0.35974 6.92290
H5 2.75439 6.18129 -2.40391
N5 3.63406 -1.16558 -0.61871
C7 -1.38862 3.62523 -1.91927
H6 1.23230 4.74600 -1.09898
H7 -3.09428 -1.08042 -4.38541
H8 -1.22989 2.23080 2.27368
C8 -3.07022 -0.75927 -3.34128
H9 1.23880 -0.67007 5.48873
C9 -4.19497 -3.24798 0.37912
H10 -3.24870 4.65818 -2.17443
C10 0.25482 3.38103 3.27370
N6 2.22103 0.53436 -1.20559
H11 -4.91424 -3.93662 -0.04376
H12 2.06929 1.46585 -3.73419
C11 -3.17344 -2.21054 2.27045
H13 -2.70902 0.93066 5.97437
C12 -4.09211 -3.11163 1.75269
H14 -3.49054 -2.67366 -1.53674
C13 -0.17541 2.43602 2.37589
H15 -3.06994 -2.08188 3.33792
H16 -3.17353 0.48866 3.57132
C14 -2.21642 0.23672 4.01180
H17 -0.09288 -3.30173 -2.25233
H18 3.56027 2.91982 -5.05761
B1 4.18889 -0.49907 2.66083
C15 0.64222 2.18494 -1.53424
H19 0.86670 -0.44017 -3.08423
C16 3.04980 3.31803 -4.19133
C17 2.45323 -0.57561 -0.54658
H20 3.90944 5.27125 -4.39055
C18 -1.22781 -0.34983 3.24020
C19 -3.37991 -2.52315 -0.47532
H21 2.64714 1.44787 1.04351
H22 -3.96824 -1.13975 -2.85661
F3 4.81366 0.37812 1.74190
C20 -0.74970 2.59184 -1.25342
C21 0.26542 -0.42848 5.08376
C22 -2.73158 3.85750 -1.66338
C23 3.24477 4.64021 -3.81601
H23 -1.77134 -3.77853 -2.47449
H24 -0.82089 -3.23874 -3.85411
H25 -3.19870 1.33650 0.54422
H26 3.55929 3.06612 2.59550
C24 -2.39045 -1.49023 1.39650
C25 -0.70588 0.15553 5.88169
C26 2.21011 2.50013 -3.45381
H27 -0.19563 -0.64768 -4.46390
C27 -2.71958 2.02440 -0.14154
Si1 -1.45966 -1.26758 -2.52871
C28 2.48870 2.93140 2.54932
H28 4.38817 -0.60771 -0.99762
C29 -3.41022 3.04459 -0.76904
Br1 2.26601 4.87675 4.59914
H29 -0.84112 4.21591 -2.63915
F4 4.45988 -0.15712 3.95788
H30 -3.13351 0.33354 -3.33819
C30 1.96913 2.00162 1.66924
H31 0.77054 -1.12646 3.11410
C31 0.00396 -0.69982 3.74520
O1 -1.46751 -0.50788 1.85166
C32 -1.94921 0.48106 5.34928
H32 -0.45910 3.90918 3.88826
C33 1.73681 4.34839 -1.97250
H33 -0.36919 0.78516 -3.47404